The following is a DFT calculation (wB97M-V/def2-TZVPD) of a structure of composition C3H11NO4.

Cartesian coordinates (Å):
C  -0.966826  -1.279408  0.152090
C  2.097871  -0.667921  -0.196991
N  -1.297793  -0.417939  -0.816292
O  0.925175  -1.109248  -0.823109
O  -0.717718  -0.792200  1.352190
O  -1.188322  -2.601349  0.144017
H  -0.979631  -2.949283  -0.734386
H  -0.344955  -1.490310  1.910862
H  -1.872270  -0.841930  -1.535148
H  -0.087324  -0.368622  -1.163753
H  2.773367  -1.509775  0.000274
H  1.884094  -0.167785  0.761940
H  2.637906  0.051335  -0.825371
C  -0.188960  2.535690  0.407434
O  -1.553021  2.363090  0.071820
H  -1.667006  1.441813  -0.215151
H  -0.059435  3.567653  0.736523
H  0.478713  2.365229  -0.449005
H  0.126133  1.870961  1.222058

Forces on the atoms, in the same order (eV/Å):
-0.564 0.086 -0.146
-0.078 0.158 -0.145
-0.246 -0.310 0.293
-0.454 0.316 -0.228
0.124 -0.217 -0.415
0.166 0.444 0.057
-0.016 0.079 0.002
-0.034 -0.002 -0.025
0.052 -0.122 0.032
1.068 -0.502 0.580
-0.060 0.035 -0.032
0.026 -0.019 -0.054
0.006 -0.042 0.067
0.003 -0.012 -0.023
0.079 -0.053 0.027
0.075 0.151 0.024
-0.008 -0.059 -0.017
-0.089 0.012 0.052
-0.049 0.056 -0.049

2S+1	1
gap between HOMO and LUMO	9.56	eV
energy	-476.53020	Ha
HOMO energy	-0.3421	Eh
energy above the lowest of the compared OMol25 structures with the same formula, charge and spin	92.5	kcal/mol